1.
ORCA calculation (ωB97M-V with the def2-TZVPD basis set) on C4H10S2 in the gas phase.

Element x y z (Å)
C  0.19222  -0.00851  -1.20855
C  -1.11971  -0.77422  -1.47144
C  1.20070  -0.83357  -0.43723
S  1.12958  -1.17461  1.36375
S  -0.59203  -0.23261  1.97919
C  -0.17689  1.52728  2.15892
H  0.01254  0.96485  -0.76144
H  0.63082  0.14911  -2.19300
H  -1.70032  -0.28829  -2.24900
H  -1.75443  -0.65415  -0.59403
H  -0.85337  -1.80835  -1.63261
H  2.24280  -0.67868  -0.69610
H  1.02892  -1.83429  -0.85737
H  0.39669  1.91479  1.31775
H  0.40257  1.53869  3.07993
H  -1.04012  2.19258  2.20124

Calculated values
- Relative energy (zero: lowest compared OMol25 entry of this formula, charge and spin): 0.673 eV
- DFT total energy: -954.7588 Eh
- Kohn-Sham gap: 9.37 eV
- Net charge: 0

Löwdin population analysis, charges in e, atoms 1 to 5:
1 C -0.32
2 C -0.11
3 C -0.57
4 S 0.49
5 S 0.42


2.
ORCA calculation (ωB97M-V with the def2-TZVPD basis set) on 2 unconnected molecules or ions with the total composition C4H10S2.

Element x y z (Å)
C  -0.84754  3.48880  -0.42954
S  0.65852  2.58975  -0.92767
S  1.98987  4.20937  -0.99096
H  -0.82125  4.47852  -0.88890
H  -1.67413  2.91385  -0.83769
H  -0.80947  3.66627  0.63964
H  3.07858  3.46348  -0.78608
C  -0.65084  -1.84300  -0.07121
C  0.05816  -3.14179  0.17986
C  0.38506  -3.66327  1.35209
H  -0.34260  -1.36947  -0.99676
H  -0.49911  -1.13269  0.74660
H  -1.70959  -2.10662  -0.05663
H  0.01596  -3.85468  -0.64714
H  0.59038  -4.71027  1.52647
H  0.57801  -2.98824  2.18792

Calculated values
- Relative energy (zero: lowest compared OMol25 entry of this formula, charge and spin): 1.647 eV
- DFT total energy: -954.7231 Eh
- Kohn-Sham gap: 8.76 eV
- Net charge: 0

Löwdin population analysis, charges in e, atoms 1 to 5:
1 C -0.49
2 S 0.33
3 S 0.29
4 H 0.02
5 H 0.03


3.
ORCA calculation (ωB97M-V with the def2-TZVPD basis set) on 2 unconnected molecules or ions with the total composition C4H10SSi.

Element x y z (Å)
C  -1.84494  -0.15346  0.26824
C  0.71636  0.69739  1.51260
C  0.65163  -1.99668  -0.20262
C  0.18523  1.13582  -1.42770
Si  0.04342  -0.19741  -0.05692
S  -3.09753  -1.07060  -0.06152
H  -1.92131  1.70864  0.68050
H  -0.11887  1.17865  2.00499
H  1.14495  -0.02611  2.09527
H  1.44984  1.54915  1.39969
H  -0.01865  -2.83967  -0.00531
H  0.62330  -2.04036  -1.33885
H  1.66889  -1.99898  0.19159
H  -0.77377  1.74117  -1.46923
H  1.00825  1.73212  -1.22135
H  0.28319  0.58032  -2.36939

Calculated values
- Relative energy (zero: lowest compared OMol25 entry of this formula, charge and spin): 3.858 eV
- DFT total energy: -845.9483 Eh
- Kohn-Sham gap (alpha / beta): 7.55 / 7.55 eV
- Net charge: 0

Löwdin population analysis, charges in e, atoms 1 to 5:
1 C -0.83
2 C -0.20
3 C -0.18
4 C -0.19
5 Si 0.45


4.
ORCA calculation (ωB97M-V with the def2-TZVPD basis set) on a molecular structure, C4H11AuBiCl2O4.

Element x y z (Å)
Bi  0.56588  -0.44971  0.55988
Cl  -0.07655  2.30836  -0.03025
C  -1.60712  -0.70684  1.10122
H  -1.54645  -1.48748  1.86560
H  -2.22699  -1.01444  0.26165
H  -1.95428  0.22445  1.55049
Au  0.16595  0.69445  -1.85005
C  -1.80576  0.29802  -2.39681
C  2.25535  1.04793  -1.29947
C  0.76393  -1.31194  -1.87585
H  2.80767  0.46307  -0.52427
H  2.67119  0.78457  -2.28274
H  2.30039  2.12729  -1.08261
H  -2.47484  -0.11020  -1.63617
H  -2.11446  1.30444  -2.70287
H  -1.63844  -0.37884  -3.23163
H  0.11063  -1.90333  -2.54259
H  1.81839  -1.41843  -2.17113
O  0.76948  -1.42412  3.09030
Cl  0.37792  -0.11951  3.71850
O  -0.92844  -0.16234  4.35075
O  1.41655  0.34146  4.58589
O  0.34999  0.89317  2.54217

Calculated values
- Relative energy (zero: lowest compared OMol25 entry of this formula, charge and spin): 1.782 eV
- DFT total energy: -1730.2117 Eh
- Kohn-Sham gap (alpha / beta): 4.92 / 5.53 eV
- Net charge: -1
- Spin multiplicity: 3

Löwdin population analysis, charges in e, atoms 1 to 5:
1 Bi 1.36
2 Cl -0.09
3 C -0.35
4 H -0.03
5 H -0.03


5.
ORCA calculation (ωB97M-V with the def2-TZVPD basis set) on C4H11B in the gas phase.

Element x y z (Å)
B  0.22099  1.00759  0.74098
C  -2.03314  -0.19490  0.17875
C  1.83409  -0.87295  -0.09779
C  -0.78000  0.06800  -0.63781
C  1.28328  0.55139  -0.19955
H  -0.02343  0.29267  1.63020
H  -0.07229  2.14495  0.62195
H  -1.73736  -0.92035  0.93162
H  -2.97146  -0.51142  -0.30133
H  -2.09333  0.68313  0.69910
H  1.77621  -1.33951  -1.13512
H  1.35436  -1.46332  0.60710
H  2.78826  -0.50819  0.27800
H  -0.40731  -0.85669  -0.93961
H  -0.93915  0.75790  -1.47395
H  1.80029  1.16168  -0.90255

Calculated values
- Relative energy (zero: lowest compared OMol25 entry of this formula, charge and spin): 3.253 eV
- DFT total energy: -183.7273 Eh
- Kohn-Sham gap: 10.40 eV
- Net charge: 0

Löwdin population analysis, charges in e, atoms 1 to 5:
1 B -0.31
2 C -0.13
3 C -0.10
4 C -0.14
5 C -0.09


6.
ORCA calculation (ωB97M-V with the def2-TZVPD basis set) on 2 unconnected molecules or ions with the total composition C4H11B.

Element x y z (Å)
B  -2.17577  0.18997  0.63738
C  -0.11555  -0.33638  -1.68000
C  1.08196  -0.41381  1.50056
C  0.62446  0.62738  -0.69705
C  0.40757  0.62113  0.67984
H  -2.60581  1.08505  0.01253
H  -2.53281  -0.91684  0.73477
H  -0.34627  -1.25029  -1.19046
H  0.60730  -0.46159  -2.57154
H  -1.11327  0.19383  -1.82132
H  0.50524  -0.56233  2.42395
H  2.07389  -0.22385  1.87946
H  1.11345  -1.21818  0.75296
H  1.61076  0.59438  -0.95485
H  0.39050  1.59044  -1.04004
H  0.12549  1.57497  1.12897

Calculated values
- Relative energy (zero: lowest compared OMol25 entry of this formula, charge and spin): 0.080 eV
- DFT total energy: -183.6095 Eh
- Kohn-Sham gap (alpha / beta): 7.04 / 10.45 eV
- Net charge: 0
- Spin multiplicity: 3

Löwdin population analysis, charges in e, atoms 1 to 5:
1 B 0.07
2 C -0.08
3 C -0.08
4 C -0.33
5 C -0.21